Entry from the OMol25 dataset: a 2-piece molecular cluster, C2H5NO overall (ωB97M-V/def2-TZVPD).

Each line ends with the natural charge from an NBO analysis.
Atoms and positions in Å:
C 1.245 0.313 -0.057  -0.010
N 0.605 0.484 -1.178  -0.675
H 1.105 -0.567 0.636  0.201
H 2.179 0.924 0.404  0.133
H 1.165 0.829 -1.923  0.360
O -0.902 -1.144 1.326  -0.545
C -1.683 -0.463 0.538  0.241
H -2.339 -0.982 -0.127  0.143
H -1.376 0.605 0.381  0.151

Calculated values
Spin multiplicity ... 1
SMILES ... C=N.C=O
Relative energy (zero: lowest compared OMol25 entry of this formula, charge and spin) ... 3.785 eV